Arrangement a

A molecular structure, C19H25N3O5S5Ti, computed with ωB97M-V with the def2-TZVPD basis set.

The geometry in XYZ format:
```
58
C19H25N3O5S5Ti, DFT ωB97M-V with the def2-TZVPD basis set
Ti 0.09657 -1.10964 -0.90329
S -1.20711 0.05128 0.64416
S -0.07286 -4.11703 1.16796
S -4.95855 -2.12588 -4.71710
S 1.60671 -1.62006 0.81902
S -2.60344 -2.57858 1.20151
O -0.07317 -2.61929 -2.05159
O -1.09342 -0.76584 -2.42515
O -2.46183 -5.20788 1.33035
O -3.67967 -2.24393 -5.37800
O -6.06366 -2.85003 -5.24978
N 1.47246 0.32646 -1.61947
N -4.81563 -2.60637 -3.10342
N 3.08563 2.12651 -2.33425
C 0.05264 -2.37268 0.96979
C -4.34263 0.53084 -4.82240
C 1.95050 2.08544 -3.28455
C -6.80080 1.34753 -3.83468
C -1.12642 -1.65740 0.96405
C -6.54951 -0.00097 -4.02311
C 2.58983 2.43226 -0.97186
C 3.78451 0.82027 -2.34471
C 2.81628 -0.24633 -1.78495
C 1.04329 0.89565 -2.90244
C -5.83303 2.29972 -4.13826
C -1.13348 -2.04028 -2.45340
C -2.33200 -2.80283 -2.89559
C -3.64476 -2.15963 -2.39909
C -5.32116 -0.39510 -4.51462
C -1.84347 -4.19636 1.25977
C -6.08785 3.76043 -3.94292
C 1.51243 1.39184 -0.60781
C -4.60277 1.87480 -4.63246
H -5.01404 -3.59059 -2.99937
H -3.40085 0.18191 -5.21587
H -5.37205 4.17038 -3.23336
H 3.74142 2.85826 -2.62344
H 1.08266 0.10469 -3.66007
H 3.16073 -0.60127 -0.80804
H -3.84838 2.60795 -4.87755
H 2.33653 1.97483 -4.29923
H -3.58186 -1.07593 -2.54070
H 4.68464 0.88703 -1.72990
H -7.29234 -0.74936 -3.80230
H 0.51540 1.84187 -0.55223
H -2.24782 -3.84827 -2.58621
H 1.41200 3.03261 -3.22633
H -7.76044 1.66292 -3.45428
H 1.72840 0.93388 0.36679
H -0.00035 1.21381 -2.81011
H -7.08945 3.94485 -3.56896
H 2.75335 -1.11312 -2.45511
H -2.36265 -2.75842 -3.99602
H 3.43077 2.39408 -0.27792
H 2.18124 3.44366 -0.95732
H -3.78314 -2.36623 -1.33190
H 4.09043 0.59728 -3.36932
H -5.96687 4.29782 -4.88139
```

Results
Gap between HOMO and LUMO (alpha / beta)   7.0 / 7.1 eV
Total charge   +1
Spin multiplicity   2
Molar mass   583.627 g mol⁻¹

Atomic partial charges in e from the Löwdin method, atoms 1 to 2: Ti 0.54; S 0.66

---

Arrangement b

A molecular structure, C19H25N3O5S5Ti, computed with ωB97M-V with the def2-TZVPD basis set.

The geometry in XYZ format:
```
58
C19H25N3O5S5Ti, DFT ωB97M-V with the def2-TZVPD basis set
Ti 0.26943 -1.31828 -1.95921
S -3.24449 0.05936 -4.55827
S -1.73439 -0.06516 -1.97868
S -2.30715 -2.60830 -5.46910
S 1.53061 3.43710 -1.09670
S -0.72302 -3.14115 -2.99210
O 0.69182 4.12682 -2.02166
O -3.99546 -1.09267 -6.80712
O 2.21518 -1.57526 -1.71543
O 1.34839 -0.41028 -3.32929
O 2.72742 3.98921 -0.53574
N 1.97612 2.06669 -1.82880
N -0.00908 -1.76809 0.30904
N -0.35659 -2.26932 2.76381
C 3.49069 0.31812 -2.50256
C 1.00703 -2.74457 2.35067
C -0.42777 -0.54397 1.02613
C 0.18975 2.74773 2.63458
C -2.14312 -0.81071 -3.52477
C -3.35587 -1.20496 -5.80936
C -1.05950 -2.79422 0.47483
C -2.09271 2.40235 3.63967
C 2.34618 -0.62999 -2.58414
C -1.72683 -2.02813 -3.92937
C -0.86822 2.80131 0.06842
C 3.13805 1.31254 -1.40271
C -0.46763 -0.78510 2.54071
C 1.02712 2.98626 1.55316
C 0.48883 3.02577 0.27252
C 1.24696 -2.26610 0.91125
C -1.17649 2.54283 2.45609
C -1.68603 2.54954 1.15872
C -1.40754 -2.97851 1.95935
H -1.40692 -0.46314 2.98797
H 1.97949 -1.46066 0.88122
H -1.93873 -2.47279 -0.09328
H 2.95828 0.75665 -0.46923
H -0.69837 -3.72504 0.03123
H 0.27889 0.25916 0.80908
H -2.74558 2.40103 1.00043
H 0.35909 -0.31894 3.07336
H -1.28450 2.85742 -0.92679
H 1.00374 -3.82945 2.44810
H -2.43549 3.38089 3.97661
H 2.07399 3.20901 1.70102
H -0.49668 -2.47253 3.75414
H -2.36358 -2.53341 2.23217
H 3.97003 1.98967 -1.22426
H 0.59743 2.77822 3.63875
H -1.40697 -0.24838 0.64155
H -2.98314 1.82370 3.39527
H 4.39593 -0.21786 -2.21843
H -1.59151 1.93719 4.48978
H -1.39781 -4.02372 2.26574
H 3.62397 0.82538 -3.45715
H 1.23917 1.62437 -2.36982
H 1.72263 -2.32459 3.05660
H 1.63500 -3.08302 0.30199
```

Results
Gap between HOMO and LUMO (alpha / beta)   6.5 / 6.5 eV
Total charge   +1
Spin multiplicity   2
Molar mass   583.627 g mol⁻¹

Atomic partial charges in e from the Löwdin method, atoms 1 to 2: Ti 0.60; S 0.99

---

Which structure is the most stable? The one labeled arrangement b.

---

Arrangement a

4 unconnected molecules or ions with the total composition C8H12N4, computed with ωB97M-V with the def2-TZVPD basis set.

The geometry in XYZ format:
```
24
C8H12N4, DFT ωB97M-V with the def2-TZVPD basis set
N -9.29396 -3.42526 12.69537
N -15.78470 -2.62467 10.81003
N -20.66219 -3.52526 7.45834
N -11.70374 0.03449 11.36400
C -19.82369 -3.22438 8.17553
C -15.69304 -3.46117 11.58727
C -13.38179 -0.39561 9.42821
C -12.42524 -0.14677 10.49424
C -15.57022 -4.49617 12.59052
C -18.74855 -2.85207 9.08673
C -11.88441 -3.49998 12.71184
C -10.43938 -3.45631 12.70588
H -14.62668 -5.02262 12.42918
H -14.11942 0.39574 9.33025
H -13.89406 -1.33419 9.64196
H -15.60833 -4.12510 13.60973
H -12.26542 -3.98077 11.81331
H -12.88025 -0.50306 8.46599
H -18.67026 -1.78010 9.23763
H -12.31126 -2.49420 12.74038
H -17.78842 -3.23268 8.74141
H -12.24002 -4.00888 13.60734
H -16.34922 -5.25181 12.48200
H -18.92077 -3.31947 10.05869
```

Results
SMILES string   CC#N.CC#N.CC#N.CC#N
Gap between HOMO and LUMO   11.8 eV
Spin multiplicity   1
Molar mass   164.212 g mol⁻¹

Atomic partial charges in e from the Löwdin method, atoms 1 to 2: N 0.13; N 0.15

---

Arrangement b

A molecular structure, C8H12N4, computed with ωB97M-V with the def2-TZVPD basis set.

The geometry in XYZ format:
```
24
C8H12N4, DFT ωB97M-V with the def2-TZVPD basis set
N 0.14108 1.74786 0.64036
N -0.37833 2.51834 1.56214
N -1.18679 0.40739 1.73995
N 0.97788 1.96632 -0.41065
C -2.02241 2.06378 3.22673
C 0.22303 -0.34173 -0.38509
C 1.95782 0.42049 -2.27263
C 0.97783 -1.58171 0.12208
C 1.07194 0.68640 -1.03727
C -0.32431 0.48108 0.76618
C -0.87148 -0.70338 -1.35281
C -1.16232 1.69206 2.17925
H 1.53554 -2.02445 -0.76171
H -1.80956 1.61679 4.30373
H -2.07519 3.07861 3.48753
H 3.06456 0.59996 -1.95392
H 1.72457 -0.63655 -2.52285
H -0.34676 -1.24915 -2.16144
H 1.69075 1.06822 -3.03207
H -1.66568 -1.37500 -0.96549
H -3.08704 1.64860 3.17944
H -1.38488 0.24270 -1.69257
H 0.35660 -2.32437 0.44278
H 1.52877 -1.26561 0.93255
```

Results
Gap between HOMO and LUMO   8.9 eV
Spin multiplicity   1
Molar mass   164.212 g mol⁻¹

Atomic partial charges in e from the Löwdin method, atoms 1 to 2: N -0.16; N 0.17

---

Which structure is the most stable? The one labeled arrangement a.

---

Arrangement a

A gas-phase ion, C4H10NS (charge -1), computed with ωB97M-V with the def2-TZVPD basis set.

The geometry in XYZ format:
```
16
C4H10NS, DFT ωB97M-V with the def2-TZVPD basis set
S 2.48714 -1.40479 0.72016
N -1.11334 0.47126 0.11259
C -1.65267 1.03149 -1.10377
C 0.78350 -1.17524 0.10244
C 0.26004 0.22894 0.43808
C -2.83012 2.08644 -0.90489
H 0.67603 -1.23946 -1.00364
H 0.08921 -1.93391 0.48464
H -3.57352 1.66380 -1.59454
H 0.43981 0.42819 1.52913
H -0.81067 1.56849 -1.61186
H -3.17379 1.64087 0.03703
H -2.52072 3.09417 -0.68407
H 0.98841 0.97323 0.08302
H -1.79882 0.29799 0.82613
H -2.08325 0.31406 -1.82106
```

Results
SMILES string   CCNCC[S-]
Gap between HOMO and LUMO   5.7 eV
Total charge   -1
Spin multiplicity   1
Molar mass   104.198 g mol⁻¹

Atomic partial charges in e from the Löwdin method, atoms 1 to 2: S 0.03; N -0.11

---

Arrangement b

A gas-phase ion, C4H10NS (charge -1), computed with ωB97M-V with the def2-TZVPD basis set.

The geometry in XYZ format:
```
16
C4H10NS, DFT ωB97M-V with the def2-TZVPD basis set
S -0.20875 -2.10669 -2.96805
N 0.43460 0.96087 1.42587
C -0.39602 -1.09119 -1.35229
C 0.80059 -0.35412 -0.84093
C -0.86009 0.46222 1.77975
C 0.52920 0.98210 -0.12657
H 1.20878 0.20421 1.62841
H 1.49447 1.64609 -0.41555
H -0.33990 1.41681 -0.59380
H -1.68734 1.27465 1.62878
H 1.47180 -1.04380 -0.19387
H -1.21967 -0.31386 -1.58625
H -0.91451 0.12547 2.77075
H -0.99757 -0.41292 1.06899
H -0.86013 -1.69605 -0.64887
H 1.54454 -0.05377 -1.57639
```

Results
SMILES string   CNCCC[S-]
Gap between HOMO and LUMO   6.1 eV
Total charge   -1
Spin multiplicity   1
Molar mass   104.198 g mol⁻¹

Atomic partial charges in e from the Löwdin method, atoms 1 to 2: S -0.04; N -0.17

---

Which structure is the most stable? The one labeled arrangement a.